The following is a DFT calculation (ωB97M-V/def2-TZVPD) of a molecular structure, C44H64AlBr4Cl5F11NO8PS in a non-equilibrium geometry.

For the HOMO-LUMO gap (spin up / spin down), the calculation gives 1.29 / 1.28 eV. Its expectation value of S² is 0.755. The LUMO energy (spin up / spin down) is -5.02 / -5.02 eV. The value obtained for the highest occupied orbital energy (spin up / spin down) is -6.31 / -6.31 eV.

```
! wB97M-V def2-TZVPD RIJCOSX def2/J DEFGRID3
* xyz 0 2
C 6.3073 0.9466 7.2144
C 6.8302 -0.0768 6.2289
C 7.7766 -0.9771 6.6896
C 8.3252 -1.9658 5.8775
C 7.8666 -2.0595 4.5797
C 6.9104 -1.1646 4.1022
C 6.3901 -0.1382 4.8903
C 5.3581 0.8013 4.2450
C 5.8168 2.2327 3.9950
C 6.7143 2.5614 2.9533
C 7.1986 1.4506 2.0294
C 6.0247 1.0753 1.0527
C 5.9255 -0.4202 0.7373
Cl 6.0427 2.0427 -0.4510
C 7.1449 3.8691 2.7680
C 6.6577 4.9177 3.5741
C 5.7679 4.6165 4.6016
P 5.0745 5.8460 5.8125
O 5.4849 7.3527 5.3999
Br 6.4195 5.4505 7.6078
C 5.3358 3.2839 4.7906
C 4.3055 3.0146 5.8775
C 2.8951 3.4628 5.3669
C 1.7996 2.4701 5.8337
C 0.6978 2.4674 4.7636
C -0.2924 1.2813 4.9438
F 0.2512 0.2215 4.2799
F -0.3828 1.0528 6.2531
C -1.6630 1.7052 4.3518
F -1.4079 2.3256 3.1160
F -2.2097 2.5537 5.1549
S -2.9059 0.2707 4.0206
F -1.9262 -0.2999 2.7360
F -3.7078 1.2121 2.9056
F -3.8910 0.7769 5.1356
F -2.1944 -0.6816 5.0655
F -3.8925 -0.9369 3.6214
C 7.1690 6.2832 3.2162
O 6.5307 7.2691 2.9987
C 8.6586 6.3129 2.9473
Cl 9.6632 7.5633 3.5617
C 9.1070 5.3299 2.1852
C 8.1676 4.2612 1.7146
O 8.2233 3.8102 0.6079
H 5.2664 0.6994 7.4416
H 6.8341 0.7923 8.1572
H 6.4248 1.9782 6.8958
H 8.1322 -0.9475 7.7139
H 9.0847 -2.6381 6.2536
H 8.2517 -2.8069 3.8991
H 6.5932 -1.2211 3.0768
H 5.1416 0.3651 3.2698
H 4.4116 0.7495 4.7785
H 8.0138 1.7791 1.3902
H 7.5445 0.5819 2.5803
H 5.1017 1.3466 1.5633
H 6.8955 -0.8718 0.5292
H 5.3851 -0.9140 1.5438
H 5.3081 -0.5527 -0.1545
H 6.3696 7.6313 5.6720
H 4.5826 3.5320 6.7970
H 4.2284 1.9701 6.1316
H 2.6495 4.4682 5.6941
H 2.9574 3.4090 4.2764
H 2.1903 1.4695 6.0210
H 1.3762 2.8805 6.7504
H 1.1335 2.3601 3.7676
H 0.1504 3.4025 4.8715
H 10.1411 5.2386 1.8726
C -5.5122 1.9143 0.4059
C -6.7442 2.6998 -0.0012
O -6.6112 3.2144 -1.3252
H -4.6236 2.5490 0.3534
H -5.6113 1.5301 1.4207
H -5.3514 1.0736 -0.2744
H -6.8931 3.5490 0.6630
H -7.6353 2.0651 0.0440
H -6.4920 2.4651 -1.9177
F -4.0792 2.0846 6.6974
Al -1.2134 1.1257 1.2276
O 0.0254 5.3757 3.6650
H -0.0055 4.5441 3.1846
H 0.0113 6.0474 2.9747
F 3.9680 1.9918 -1.3208
C 1.8563 -3.0021 -1.4715
O 3.0938 -2.6717 -2.0751
C 3.2236 -3.1837 -3.3930
C 2.9291 -2.1285 -4.4383
O 1.5767 -1.6983 -4.3919
C 1.4050 -0.4795 -3.6891
H 1.7168 -2.3385 -0.6174
H 1.0161 -2.8706 -2.1569
H 1.8761 -4.0375 -1.1143
H 2.5808 -4.0581 -3.5336
H 4.2617 -3.5093 -3.5102
H 3.0915 -2.5614 -5.4299
H 3.6052 -1.2750 -4.3292
H 1.6915 0.3658 -4.3228
H 1.9885 -0.4513 -2.7660
H 0.3488 -0.3863 -3.4363
C 4.5469 -4.6403 2.9260
Cl 5.9271 -3.5751 3.2359
Cl 3.4818 -3.9344 1.7015
H 4.9078 -5.5989 2.5712
H 3.9882 -4.7680 3.8456
C -6.6067 -0.6144 -3.9096
Br -5.6001 -1.3672 -5.3639
Br -5.5219 -0.3161 -2.3504
Br -7.5311 1.0113 -4.4576
H -7.3582 -1.3366 -3.6398
C -8.9586 -3.3344 -10.4662
C -9.1044 -4.6503 -9.6747
C -10.5877 -4.9986 -9.5408
C -11.3280 -4.0733 -8.5780
C -10.6352 -4.0416 -7.2164
C -9.1322 -3.7529 -7.2862
N -8.4368 -4.5452 -8.3433
O -8.2311 -5.7450 -7.8897
C -8.8946 -2.2485 -7.5215
C -8.5389 -4.0134 -5.9000
C -8.4198 -5.6943 -10.5543
H -9.1738 -3.5038 -11.5213
H -9.6466 -2.5532 -10.1521
H -7.9415 -2.9457 -10.3978
H -10.6940 -6.0301 -9.1897
H -11.0622 -4.9610 -10.5239
H -11.4032 -3.0641 -8.9918
H -12.3542 -4.4250 -8.4535
H -11.1189 -3.2973 -6.5801
H -10.7949 -5.0095 -6.7302
H -7.8402 -2.0446 -7.7129
H -9.1793 -1.6770 -6.6364
H -9.4799 -1.8271 -8.3357
H -8.7510 -5.0189 -5.5402
H -8.9671 -3.3251 -5.1697
H -7.4573 -3.8719 -5.8947
H -7.3616 -5.4618 -10.6863
H -8.8860 -5.7098 -11.5391
H -8.5016 -6.7013 -10.1491
Cl -9.3823 -0.3521 -2.6537
*
```

The following is a DFT calculation (ωB97M-V/def2-TZVPD) of a molecular structure, C6H8N2 in a non-equilibrium geometry.

For the HOMO-LUMO gap, the calculation gives 10.99 eV. The LUMO energy is 0.77 eV. For the energy relative to the best compared isomer or geometry (same formula, charge and spin), the calculation gives 187.4 kJ/mol. The value obtained for the highest occupied orbital energy is -10.22 eV.

```
! wB97M-V def2-TZVPD RIJCOSX def2/J DEFGRID3
* xyz 0 1
C -2.3785 -0.0588 -0.2178
C -1.0098 0.0777 -0.4959
C -0.2101 0.8552 0.6305
C 1.1595 0.8384 -0.1235
C 1.1968 -0.6642 -0.5152
C -0.1851 -1.0436 0.0637
H -0.8093 0.3985 -1.5590
H -0.6647 1.7787 1.0302
H 1.1241 1.5636 -1.0294
H 1.9737 1.1903 0.4802
H 1.9894 -1.2254 -0.0554
H 1.4317 -0.6348 -1.5921
H -0.5381 -2.0939 0.0150
H 0.6939 -0.5787 1.9464
N -3.5156 0.0435 0.0058
N -0.2579 -0.4464 1.4165
*
```

The following is a DFT calculation (ωB97M-V/def2-TZVPD) of a single C4H8S2 molecule in a non-equilibrium geometry.

For the HOMO-LUMO gap, the calculation gives 8.38 eV. The LUMO energy is -0.01 eV. The SMILES is CCC(=S)SC. For the energy relative to the best compared isomer or geometry (same formula, charge and spin), the calculation gives 82.8 kJ/mol. The value obtained for the highest occupied orbital energy is -8.39 eV.

```
! wB97M-V def2-TZVPD RIJCOSX def2/J DEFGRID3
* xyz 0 1
C -2.1998 -1.6099 0.2869
C -1.5964 -0.5764 -0.6652
C -0.1774 -0.1249 -0.1527
S 0.8969 -1.2574 0.2694
S 0.2460 1.4849 -0.3728
C 1.7194 1.7753 0.5881
H -2.1341 -1.2839 1.3295
H -3.3035 -1.6445 0.0239
H -1.7471 -2.5569 0.0418
H -2.1468 0.3547 -0.7039
H -1.5563 -0.9930 -1.7019
H 1.9045 2.8141 0.3654
H 1.5937 1.6928 1.6809
H 2.6278 1.1927 0.2747
*
```

The following is a DFT calculation (ωB97M-V/def2-TZVPD) of a molecular structure, C12H10AlF7NO5P2 in a non-equilibrium geometry.

For the HOMO-LUMO gap, the calculation gives 8.16 eV. The LUMO energy is 1.60 eV. The value obtained for the highest occupied orbital energy is -6.56 eV.

```
! wB97M-V def2-TZVPD RIJCOSX def2/J DEFGRID3
* xyz -1 1
O -0.8063 -3.9299 -3.1945
C -0.4188 -2.8778 -2.7978
N 0.6330 -2.1161 -3.3924
C 0.9517 -1.0013 -2.5428
O 1.8686 -0.2756 -2.7602
C -0.0695 -0.9888 -1.4390
C -0.8731 -2.0964 -1.6113
C -1.9122 -2.3670 -0.7393
C -2.1353 -1.4504 0.2739
C -1.3559 -0.3041 0.4460
C -1.7217 0.6589 1.5539
C -3.1666 1.1732 1.3301
C -3.1958 2.1627 0.2191
F -3.3336 3.4699 0.5676
C -3.0722 1.8785 -1.0886
F -3.8023 0.9673 -1.7164
F -2.2322 2.4644 -1.9194
C -0.2672 -0.0572 -0.4127
P 0.8297 1.3847 -0.2545
P 1.4532 1.3873 1.8440
O 1.1632 0.0682 2.4212
O 2.9886 1.7642 2.0311
O 0.6839 2.5353 2.6680
H 0.2616 -1.7250 -4.2565
H -2.5150 -3.2528 -0.8720
H -2.9505 -1.6180 0.9652
H -1.1008 1.5405 1.4420
H -1.5955 0.2337 2.5441
H -3.5160 1.6658 2.2368
H -3.8570 0.3612 1.1032
H 2.0159 0.9917 -0.8920
H 3.4503 1.7904 1.1759
H 1.2840 2.9180 3.3198
F 4.0879 0.1230 0.4501
Al 5.2706 -1.0844 0.7543
F 4.5289 -2.6038 0.7381
F 5.9769 -0.7899 2.2642
F 6.4497 -1.0006 -0.4591
*
```

The following is a DFT calculation (ωB97M-V/def2-TZVPD) of a molecular structure, C20H17N5S6SbSe4Tc in a non-equilibrium geometry.

For the HOMO-LUMO gap (spin up / spin down), the calculation gives 4.86 / 4.85 eV. The LUMO energy (spin up / spin down) is -8.03 / -8.04 eV. For the energy relative to the best compared isomer or geometry (same formula, charge and spin), the calculation gives 86.8 kJ/mol. The value obtained for the highest occupied orbital energy (spin up / spin down) is -12.89 / -12.89 eV.

```
! wB97M-V def2-TZVPD RIJCOSX def2/J DEFGRID3
* xyz 2 1
Tc -0.2081 -0.9181 -0.9140
S 6.7482 -2.1132 -2.7594
C 5.1956 -1.8522 -2.3539
S 4.2668 -0.4908 -2.9863
C 2.7745 -0.8693 -2.1851
C 2.7926 -1.9959 -1.3601
S 1.4247 -2.5549 -0.5521
S 4.2893 -2.8804 -1.2611
S 1.4025 0.0682 -2.4643
N -2.6989 -0.2393 -3.0806
C -2.0647 -1.4110 -3.3797
C -2.5461 -2.0912 -4.5157
C -1.9192 -3.2268 -4.9579
C -0.8391 -3.7025 -4.2165
C -0.4632 -3.0186 -3.0907
N -1.0377 -1.8794 -2.6574
C -2.4359 0.8181 -2.2428
C -3.1857 1.9835 -2.4925
C -3.0510 3.0832 -1.6797
C -2.1567 2.9887 -0.6150
C -1.4404 1.8270 -0.4534
N -1.5466 0.7431 -1.2433
H -3.4887 -0.0604 -3.6899
H -3.4027 -1.6961 -5.0362
H -2.2400 -3.7307 -5.8535
H -0.2999 -4.5881 -4.5017
H 0.3568 -3.4014 -2.5033
H -3.8659 1.9940 -3.3320
H -3.6234 3.9818 -1.8553
H -2.0200 3.8051 0.0739
H -0.7329 1.7570 0.3576
Se -4.0971 -3.9082 -1.9869
Sb -4.7268 -5.6552 -0.5125
Se -1.8086 -1.9840 0.4841
Se -1.1931 -4.2067 0.7031
Se -2.9887 -5.3200 1.5432
N -0.2203 0.6695 2.9090
C 0.8980 1.0054 2.2724
S 1.2667 0.4138 0.7087
N 1.8030 1.8323 2.7826
C 1.9796 2.3984 4.0680
C 2.7225 3.5760 4.1259
C 3.0348 4.1413 5.3470
C 2.6122 3.5384 6.5214
C 1.8584 2.3796 6.4623
C 1.5357 1.8032 5.2440
H -0.8411 -0.0230 2.5177
H -0.4481 1.0866 3.7972
H 2.5421 2.0933 2.1387
H 3.0589 4.0413 3.2112
H 3.6210 5.0444 5.3844
H 2.8763 3.9679 7.4748
H 1.5340 1.9078 7.3760
H 0.9968 0.8685 5.2296
*
```

The following is a DFT calculation (ωB97M-V/def2-TZVPD) of 2 unconnected molecules or ions with the total composition C6H13NO.

For the HOMO-LUMO gap, the calculation gives 9.13 eV. The LUMO energy is 0.89 eV. The SMILES is C/C=C(N)/C=C/C.O. For the energy relative to the best compared isomer or geometry (same formula, charge and spin), the calculation gives 162.5 kJ/mol. The value obtained for the highest occupied orbital energy is -8.24 eV.

```
! wB97M-V def2-TZVPD RIJCOSX def2/J DEFGRID3
* xyz 0 1
C -0.6364 -2.2227 1.6843
C -1.0250 -1.1452 0.7279
C -0.3636 0.0126 0.6037
N 0.7754 0.3735 1.3501
C -0.8323 1.0492 -0.3724
C -0.1035 1.3963 -1.4258
C -0.5153 2.3413 -2.5068
H 0.4398 -2.2249 1.8639
H -0.8490 -3.2308 1.3168
H -1.2202 -2.1465 2.6073
H -1.8268 -1.2395 0.0055
H 0.8911 1.3683 1.4656
H 0.7851 -0.0758 2.2592
H -1.8369 1.4304 -0.2221
H 0.9282 1.0590 -1.4861
H -0.1777 1.9189 -3.4597
H 0.0335 3.2891 -2.4624
H -1.5723 2.5855 -2.5718
O 2.7232 -1.7137 0.3050
H 2.5180 -0.7632 0.2947
H 1.8648 -2.0617 0.0231
*
```